This record from OMol25 describes a 2-piece molecular cluster, C7H18N overall. The level of theory is ωB97M-V with the def2-TZVPD basis set.

electronic energy	-9034.098	eV
total charge	+1

```
26
Properties=species:S:1:pos:R:3:forces:R:3:nbo_charge:R:1
C -2.593 -0.865 1.052 0.03 0.28 -0.14 -0.60
C -1.093 -0.604 0.969 0.31 -0.19 0.12 -0.22
C -0.562 -0.030 2.280 -0.12 0.03 0.14 -0.61
C -0.350 -1.896 0.586 -0.06 0.29 0.11 -0.63
H -2.974 -1.252 0.107 -0.04 -0.11 0.05 0.22
H -2.813 -1.575 1.850 0.01 -0.09 -0.04 0.22
H -3.133 0.056 1.272 0.00 0.00 0.02 0.22
H -0.928 0.146 0.183 -0.16 0.11 -0.07 0.15
H 0.500 0.234 2.245 0.03 -0.08 -0.07 0.18
H -0.691 -0.754 3.086 0.06 -0.03 0.00 0.22
H -1.103 0.871 2.574 -0.03 0.01 -0.06 0.23
H -0.610 -2.212 -0.425 -0.03 -0.14 0.03 0.22
H 0.742 -1.804 0.654 -0.01 0.01 0.01 0.18
H -0.619 -2.684 1.289 -0.01 -0.10 -0.08 0.24
C 0.200 1.743 -2.300 0.00 -0.02 0.11 -0.63
C 1.400 0.813 -2.199 -0.17 0.15 0.06 -0.23
C 2.673 0.702 -0.124 0.03 -0.08 0.09 0.13
N 1.632 0.429 -0.791 -0.16 0.06 -0.03 -0.39
H -0.714 1.223 -2.015 -0.05 0.06 -0.01 0.23
H 0.326 2.621 -1.667 0.01 -0.02 0.03 0.23
H 0.090 2.092 -3.324 0.02 -0.10 -0.05 0.26
H 1.221 -0.116 -2.739 0.13 0.03 -0.08 0.24
H 2.309 1.294 -2.552 0.06 -0.12 -0.06 0.22
H 2.752 0.379 0.907 -0.05 0.02 0.02 0.23
H 3.482 1.249 -0.592 0.01 -0.02 -0.03 0.23
H 0.856 -0.062 -0.327 0.24 0.04 -0.06 0.46
```
Forces are in eV/Å.

---

This record from OMol25 describes a 2-piece molecular cluster, CH6N2S overall at a distorted geometry. The level of theory is ωB97M-V with the def2-TZVPD basis set.

electronic energy	-14947.644	eV
total charge	0

```
10
Properties=species:S:1:pos:R:3:forces:R:3:nbo_charge:R:1
C 0.011 0.814 0.290 0.05 0.04 -0.13 -0.12
N 0.090 -1.730 -1.304 0.11 -0.06 -0.23 -1.00
N 0.276 1.611 1.419 -1.15 -1.47 -0.47 -0.78
S -1.300 -1.223 -0.483 0.70 1.55 1.18 0.01
H 0.857 0.222 -0.019 0.01 -0.27 -0.16 0.20
H -0.504 1.352 -0.485 -0.02 0.07 -0.15 0.19
H -0.516 2.156 1.738 0.18 0.04 -0.06 0.38
H 0.380 -2.661 -1.037 0.05 0.07 -0.06 0.37
H 0.010 -1.647 -2.310 0.03 -0.06 0.14 0.37
H 0.696 1.106 2.191 0.04 0.11 -0.06 0.38
```
Forces are in eV/Å.

---

Number 1: LUMO level -4.857 eV, frontier orbital gap 10.08 eV. Number 2: LUMO level 0.445 eV, frontier orbital gap 7.87 eV.